1.
Computed, not measured: one molecule with the formula C10H18ClNO at a distorted geometry, with ωB97M-V/def2-TZVPD.

Results
Strongest force on any atom   1.7 eV/A
LUMO (alpha / beta)   -0.29 / 0.19 eV
Frontier orbital gap (alpha / beta)   0.23690 / 0.27724 hartree
E_HOMO (alpha / beta)   -6.74 / -7.35 eV

Each line ends with the Löwdin charge.
Positions of all 31 atoms, in Å:
1 C -2.235 1.250 2.195  -0.203
2 C -2.802 1.158 0.784  -0.190
3 C -1.549 -0.064 2.539  -0.182
4 C -1.672 0.937 -0.224  -0.103
5 C -0.364 -0.335 1.603  -0.153
6 C 0.944 -1.462 -0.820  -0.131
7 C -0.712 -0.134 0.179  -0.186
8 C 1.956 -0.297 -1.288  -0.717
9 C 1.519 0.175 -2.681  -0.042
10 C 3.337 -0.967 -1.365  -0.077
11 N 1.838 0.812 -0.452  -0.415
12 O -0.340 -0.940 -0.801  -0.009
13 Cl 2.607 0.671 1.062  0.576
14 H -1.517 2.070 2.252  0.122
15 H -3.038 1.449 2.906  0.112
16 H -3.509 0.326 0.735  0.117
17 H -3.341 2.071 0.524  0.113
18 H -1.190 -0.053 3.570  0.115
19 H -2.275 -0.877 2.449  0.117
20 H -2.072 0.700 -1.212  0.129
21 H -1.092 1.862 -0.316  0.139
22 H 0.468 0.332 1.887  0.050
23 H -0.001 -1.355 1.760  0.124
24 H 0.962 -2.281 -1.540  0.133
25 H 1.282 -1.808 0.162  0.111
26 H 1.415 -0.671 -3.357  0.083
27 H 2.260 0.864 -3.076  0.082
28 H 0.570 0.700 -2.610  0.072
29 H 4.072 -0.227 -1.674  0.085
30 H 3.324 -1.777 -2.090  0.079
31 H 3.631 -1.364 -0.396  0.051

2.
Computed, not measured: a 2-piece molecular cluster, C10H18N overall at a distorted geometry, with ωB97M-V/def2-TZVPD.

Results
Strongest force on any atom   1.0 eV/A
LUMO   -2.58 eV
Charge   +1
Frontier orbital gap   0.37152 hartree
E_HOMO   -12.69 eV

Each line ends with the Löwdin charge.
Positions of all 29 atoms, in Å:
1 C 1.650 0.811 -0.329  0.007
2 C 1.050 -1.086 1.073  0.007
3 C 2.436 0.701 1.972  -0.004
4 C 0.081 1.104 1.509  0.007
5 N 1.304 0.383 1.056  -0.428
6 H 2.555 0.285 -0.678  0.122
7 H 1.841 1.897 -0.357  0.122
8 H 0.821 0.581 -1.019  0.087
9 H 1.948 -1.634 0.741  0.122
10 H 0.793 -1.419 2.093  0.122
11 H 0.214 -1.338 0.400  0.087
12 H 2.636 1.786 1.970  0.119
13 H 2.195 0.390 3.002  0.119
14 H 3.350 0.174 1.650  0.119
15 H 0.254 2.193 1.502  0.122
16 H -0.767 0.877 0.840  0.087
17 H -0.188 0.797 2.533  0.122
18 C -2.185 -1.630 -0.691  -0.106
19 C -1.285 -1.794 -1.746  -0.106
20 C -2.747 -0.378 -0.442  -0.106
21 C -0.949 -0.706 -2.551  -0.106
22 C -2.410 0.711 -1.248  -0.106
23 C -1.511 0.547 -2.302  -0.106
24 H -2.450 -2.487 -0.057  0.116
25 H -0.843 -2.780 -1.942  0.116
26 H -3.454 -0.249 0.388  0.115
27 H -0.241 -0.835 -3.381  0.115
28 H -2.852 1.696 -1.052  0.116
29 H -1.246 1.403 -2.936  0.116

3.
Computed, not measured: one molecule with the formula C10H18N2O5S at a distorted geometry, with ωB97M-V/def2-TZVPD.

Results
Strongest force on any atom   4.3 eV/A
LUMO   0.32 eV
SMILES   CSCC[C@H](NC(=O)[C@@H](N)CCC(=O)O)C(=O)O
Frontier orbital gap   0.32270 hartree
E_HOMO   -8.46 eV

Each line ends with the Löwdin charge.
Positions of all 36 atoms, in Å:
1 C 0.932 3.462 4.456  -0.378
2 S -0.584 3.419 3.334  0.793
3 C -1.142 1.714 3.479  -0.519
4 C -1.140 1.092 2.046  -0.250
5 C 0.264 0.621 1.849  -0.258
6 N 0.516 -0.131 0.648  0.053
7 C -0.065 0.054 -0.606  -0.377
8 O -1.019 0.791 -0.754  0.047
9 C 0.718 -0.544 -1.910  -0.244
10 N 1.667 -1.591 -1.419  0.060
11 C -0.419 -1.076 -2.806  -0.184
12 C 0.017 -1.534 -4.163  -0.112
13 C -1.179 -2.039 -4.958  -0.448
14 O -2.400 -2.130 -4.818  0.080
15 O -0.781 -2.404 -6.237  0.040
16 C 0.758 -0.432 2.977  -0.344
17 O 1.082 -0.062 4.086  0.084
18 O 0.665 -1.809 2.599  0.072
19 H 1.657 4.292 4.184  0.040
20 H 1.365 2.513 4.225  -0.021
21 H 0.732 3.747 5.600  0.078
22 H -0.582 1.006 4.266  0.120
23 H -2.188 1.642 3.799  0.063
24 H -1.972 0.302 1.706  0.166
25 H -1.360 1.817 1.184  0.114
26 H 0.983 1.524 1.782  0.178
27 H 1.354 -0.664 0.587  0.103
28 H 1.148 0.393 -2.454  0.182
29 H 1.042 -2.342 -1.464  0.050
30 H 2.387 -1.750 -2.112  0.080
31 H -1.161 -0.253 -2.947  0.142
32 H -0.829 -1.984 -2.419  0.120
33 H 0.711 -2.377 -4.022  0.135
34 H 0.389 -0.809 -4.850  0.123
35 H -1.599 -2.511 -6.777  0.131
36 H 0.035 -1.944 1.907  0.080

4.
Computed, not measured: one molecule with the formula C10H18N2OS, with ωB97M-V/def2-TZVPD.

Results
Strongest force on any atom   0.5 eV/A
LUMO   0.50 eV
SMILES   CCCCCC[C@@H]1CC(=O)NC(=S)N1
Frontier orbital gap   0.33852 hartree
E_HOMO   -8.71 eV

Each line ends with the Löwdin charge.
Positions of all 32 atoms, in Å:
1 C -2.420 -0.160 -1.946  -0.103
2 C -2.386 0.826 -0.784  -0.256
3 C -1.333 1.922 -0.966  -0.211
4 C 0.101 1.467 -0.683  -0.199
5 C 0.369 1.322 0.814  -0.190
6 C 1.803 0.915 1.168  -0.139
7 C 2.111 -0.597 1.217  -0.295
8 C 2.156 -1.303 -0.139  -0.030
9 C 0.811 -1.749 -0.665  -0.476
10 O 0.578 -1.942 -1.834  0.085
11 N -0.133 -1.986 0.298  0.121
12 C 0.023 -1.825 1.653  -0.911
13 S -1.166 -2.299 2.686  0.630
14 N 1.184 -1.301 2.081  0.040
15 H -2.675 0.355 -2.870  0.074
16 H -1.461 -0.650 -2.090  0.043
17 H -3.172 -0.926 -1.768  0.072
18 H -3.368 1.300 -0.703  0.104
19 H -2.211 0.292 0.151  0.089
20 H -1.568 2.760 -0.304  0.108
21 H -1.391 2.289 -1.993  0.109
22 H 0.291 0.532 -1.206  0.087
23 H 0.792 2.213 -1.086  0.116
24 H -0.336 0.617 1.258  0.091
25 H 0.173 2.291 1.280  0.117
26 H 2.031 1.308 2.162  0.112
27 H 2.499 1.380 0.468  0.116
28 H 3.105 -0.694 1.674  0.146
29 H 2.635 -0.674 -0.889  0.134
30 H 2.754 -2.216 -0.050  0.138
31 H -1.029 -2.350 -0.007  0.142
32 H 1.230 -1.115 3.072  0.134

5.
Computed, not measured: a 2-piece molecular cluster, C10H18N4O6P overall at a distorted geometry, with ωB97M-V/def2-TZVPD.

Results
Strongest force on any atom   1.1 eV/A
LUMO   -3.43 eV
Charge   +1
Frontier orbital gap   0.33206 hartree
E_HOMO   -12.47 eV

Each line ends with the Löwdin charge.
Positions of all 39 atoms, in Å:
1 C 0.810 2.091 4.541  -0.030
2 C 0.773 1.754 3.063  -0.419
3 O -0.524 2.094 2.581  -0.027
4 C 1.892 2.426 2.269  -0.077
5 O 2.526 1.478 1.354  -0.064
6 N 2.095 1.631 0.070  0.086
7 C 1.388 0.697 -0.526  -0.396
8 N 0.890 -0.386 0.194  0.179
9 N 1.156 0.833 -1.838  -0.032
10 P 2.426 0.812 -3.142  0.897
11 O 3.116 -0.612 -2.864  -0.245
12 O 3.439 1.808 -2.294  -0.284
13 H 0.153 1.425 5.096  0.091
14 H 0.475 3.116 4.708  0.097
15 H 1.818 1.969 4.942  0.090
16 H 0.923 0.672 2.943  0.133
17 H -0.518 2.350 1.653  0.084
18 H 1.510 3.265 1.681  0.139
19 H 2.701 2.785 2.902  0.136
20 H 2.502 2.401 -0.455  0.166
21 H 1.634 -0.863 0.697  0.126
22 H 0.180 -0.109 0.869  0.108
23 H 0.508 0.086 -2.123  0.070
24 H 3.803 -0.634 -2.179  0.079
25 H 4.046 2.291 -2.871  0.077
26 C -3.907 -2.892 -0.038  -0.059
27 C -4.511 -2.518 -1.230  -0.051
28 C -3.737 -2.140 -2.316  0.007
29 C -2.361 -2.143 -2.169  -0.150
30 C -1.732 -2.521 -0.996  -0.021
31 C -2.522 -2.897 0.078  -0.064
32 N -1.536 -1.749 -3.326  -0.335
33 O -2.102 -1.515 -4.366  0.112
34 O -0.314 -1.692 -3.191  0.017
35 H -4.518 -3.194 0.802  0.113
36 H -5.589 -2.523 -1.320  0.115
37 H -4.180 -1.847 -3.256  0.124
38 H -0.655 -2.535 -0.949  0.100
39 H -2.059 -3.211 1.005  0.109

6.
Computed, not measured: C10H18NO6Pt as an isolated structure, with ωB97M-V/def2-TZVPD.

Results
Strongest force on any atom   0.7 eV/A
LUMO   2.80 eV
Charge   -1
Frontier orbital gap   0.27349 hartree
E_HOMO   -4.65 eV

Each line ends with the Löwdin charge.
Positions of all 36 atoms, in Å:
1 Pt 0.034 0.066 -0.247  1.210
2 O 1.793 -1.615 -2.172  -0.076
3 C 0.791 -2.601 -2.165  -0.259
4 C -0.628 -2.092 -2.325  -0.159
5 N -1.182 -1.251 -1.226  -0.318
6 C -2.043 -0.211 -1.852  -0.110
7 C -1.089 0.696 -2.682  -0.653
8 O -1.462 1.093 -3.774  0.030
9 O 0.078 0.924 -2.148  -0.163
10 C -1.770 -2.115 -0.185  -0.092
11 C -1.691 -1.546 1.251  -0.623
12 O -2.439 -2.009 2.095  0.033
13 O -0.755 -0.671 1.471  -0.194
14 H 1.456 -0.790 -2.551  0.064
15 H 0.910 -3.168 -1.236  0.115
16 H 0.939 -3.302 -2.999  0.115
17 H -1.297 -2.950 -2.458  0.130
18 H -0.674 -1.517 -3.252  0.126
19 H -2.510 0.378 -1.064  0.126
20 H -2.808 -0.645 -2.505  0.126
21 H -1.129 -2.999 -0.130  0.125
22 H -2.779 -2.446 -0.437  0.131
23 C -0.119 2.342 2.287  -0.061
24 C 1.265 1.897 1.804  -0.760
25 C 2.212 3.099 1.814  -0.062
26 C 1.821 0.810 2.730  -0.057
27 O 1.227 1.464 0.473  -0.379
28 H -0.079 2.722 3.313  0.075
29 H -0.814 1.503 2.257  0.053
30 H -0.495 3.131 1.632  0.077
31 H 2.341 3.496 2.826  0.072
32 H 1.815 3.886 1.171  0.076
33 H 3.186 2.799 1.424  0.076
34 H 1.956 1.189 3.749  0.073
35 H 2.790 0.477 2.350  0.078
36 H 1.147 -0.045 2.764  0.057

7.
Computed, not measured: one molecule with the formula C10H18O2 at a distorted geometry, with ωB97M-V/def2-TZVPD.

Results
Strongest force on any atom   3.6 eV/A
LUMO   0.97 eV
SMILES   CC[C@@]12OC[C@@H](O1)[C@H](C)C[C@@H]2C
Frontier orbital gap   0.37822 hartree
E_HOMO   -9.32 eV

Each line ends with the Löwdin charge.
Positions of all 30 atoms, in Å:
1 C -2.116 2.034 -1.182  -0.061
2 C -0.780 2.299 -0.405  -0.120
3 C -0.005 1.096 0.211  -0.373
4 O -0.853 0.546 1.295  -0.036
5 C -0.840 -0.873 1.175  -0.133
6 C 0.318 -1.200 0.293  -0.211
7 O 0.129 -0.094 -0.637  -0.062
8 C 1.839 -1.033 0.596  -0.344
9 C 2.275 -2.071 1.495  -0.098
10 C 2.130 0.295 1.303  -0.109
11 C 1.474 1.470 0.523  -0.246
12 C 1.618 2.867 1.211  -0.046
13 H -2.825 1.638 -0.587  0.024
14 H -1.866 1.303 -1.911  0.061
15 H -2.540 2.920 -1.679  0.081
16 H -0.080 2.656 -1.204  0.133
17 H -0.948 2.928 0.463  0.112
18 H -1.730 -1.124 0.740  0.099
19 H -0.763 -1.443 2.092  0.129
20 H 0.039 -2.160 -0.241  0.175
21 H 2.340 -1.020 -0.365  0.154
22 H 3.368 -1.973 1.708  0.105
23 H 2.012 -3.077 1.032  0.109
24 H 1.712 -2.013 2.410  0.077
25 H 3.145 0.537 1.316  0.102
26 H 1.738 0.267 2.321  0.133
27 H 2.074 1.530 -0.351  0.133
28 H 1.408 3.678 0.530  0.070
29 H 2.591 2.989 1.609  0.057
30 H 1.013 2.901 2.115  0.086

8.
Computed, not measured: a 2-piece molecular cluster, C10H18OS overall at a distorted geometry, with ωB97M-V/def2-TZVPD.

Results
Strongest force on any atom   5.2 eV/A
LUMO   0.34 eV
Frontier orbital gap   0.34547 hartree
E_HOMO   -9.06 eV

Each line ends with the Löwdin charge.
Positions of all 30 atoms, in Å:
1 C -0.882 -2.306 0.735  0.017
2 C -0.006 -1.985 -0.237  -0.194
3 C 2.011 -3.789 -0.541  -0.305
4 C -1.799 4.328 1.136  -0.146
5 C 2.446 -1.701 -0.873  0.042
6 C -1.858 2.893 0.813  -0.316
7 C -0.639 2.314 0.033  -0.252
8 C -0.530 0.826 0.002  -0.243
9 C 0.868 0.378 -0.479  -0.162
10 C 1.237 -1.086 -0.106  -0.344
11 O 0.972 -5.609 -2.054  -0.570
12 S 1.548 -4.262 -1.980  0.815
13 H -1.674 -2.994 0.572  0.050
14 H -0.753 -2.343 1.760  0.039
15 H -0.248 -2.293 -1.238  0.085
16 H 2.211 -4.299 0.429  0.059
17 H -1.692 4.712 0.107  0.082
18 H -0.871 4.594 1.749  0.100
19 H -2.720 4.568 1.653  0.068
20 H 3.386 -1.680 -0.398  0.056
21 H 2.348 -1.595 -1.918  0.051
22 H -2.835 2.692 0.113  0.155
23 H -2.002 2.148 1.659  0.114
24 H -0.686 2.607 -0.981  0.098
25 H 0.311 2.739 0.449  0.121
26 H -1.357 0.441 -0.638  0.125
27 H -0.826 0.191 0.888  0.109
28 H 0.926 0.542 -1.525  0.099
29 H 1.634 1.072 -0.066  0.121
30 H 1.479 -1.099 0.939  0.127